<A>
16
Properties=species:S:1:pos:R:3 method="wB97M-V/def2-TZVPD" orbital_gap_ev=9.431
C -0.29554 2.61169 -0.11087
C -0.52839 1.54445 -1.21369
S 1.15449 0.85634 -1.53451
H 0.39068 3.34277 -0.56645
H 0.10012 2.27960 0.86273
H -1.23874 3.16383 0.05874
H -0.85664 1.77233 -2.21432
H -1.15322 0.74869 -0.83316
N 0.84541 -2.74162 0.12530
C 0.16445 -2.19231 1.16795
N -1.05477 -1.79425 0.91997
H 0.24102 -2.85501 -0.71722
H 1.62426 -3.37681 0.27597
H 0.62771 -2.34683 2.16652
H -1.39196 -1.32329 1.83889
H 1.37111 0.31040 -0.22585

***

<B>
16
Properties=species:S:1:pos:R:3 method="wB97M-V/def2-TZVPD" orbital_gap_ev=9.942
C 1.03380 0.16573 0.20802
C 0.19047 1.19710 -0.53997
S 0.28694 0.87016 -2.35197
N 0.33482 -0.16595 1.46421
C -0.42344 -1.39455 1.30645
N -1.34326 -1.62139 2.39126
H 2.00439 0.55804 0.49647
H 1.15980 -0.72413 -0.40527
H -0.85150 1.06574 -0.30950
H 0.60522 2.18240 -0.36548
H -0.09801 2.08268 -2.76193
H 1.08294 -0.33590 2.14251
H 0.22096 -2.27374 1.13292
H -0.99679 -1.31208 0.38211
H -0.97625 -1.77324 3.31206
H -2.14406 -2.17320 2.14620

***

Order from most stable to least stable according to the calculation: <B>, <A>